Entry 1:
Formula: C4H7NO4
Source: the Open Molecules 2025 dataset
Level of theory: ωB97M-V with the def2-TZVPD basis set

Atoms and positions in Å:
C: 0.998 0.446 2.396
O: 1.108 0.125 1.069
C: 1.179 1.083 0.119
O: 1.161 2.272 0.250
O: 1.465 0.413 -0.963
H: 0.771 1.565 2.703
H: 2.030 0.250 2.819
H: 0.357 -0.413 2.881
H: 1.637 1.123 -1.613
C: -1.632 -1.838 -1.184
N: -1.102 -0.575 -1.532
C: -1.306 0.577 -1.766
O: -1.244 1.703 -2.050
H: -2.319 -1.863 -0.221
H: -0.877 -2.560 -1.012
H: -2.226 -2.308 -1.896

Results
Spin multiplicity   1
LUMO   0.58 eV
Net charge   0
Kohn-Sham gap   10.9 eV
DFT total energy   -13940.618 eV
Energy relative to the best compared isomer or geometry (same formula, charge and spin)   194.9 kJ/mol

---

Entry 2:
Formula: C18H20N2O6
Source: the Open Molecules 2025 dataset
Level of theory: ωB97M-V with the def2-TZVPD basis set

Atoms and positions in Å:
C: 3.862 1.509 2.796
O: 2.788 1.974 3.580
C: 1.536 1.560 3.283
C: 1.207 0.623 2.316
C: -0.123 0.250 2.095
C: -0.499 -0.732 1.098
C: 0.318 -1.405 0.277
C: -0.146 -2.387 -0.711
O: 0.584 -2.971 -1.474
O: -1.485 -2.558 -0.695
C: -2.006 -3.530 -1.593
C: -1.572 -3.394 -3.058
O: -1.253 -4.382 -3.685
N: -1.635 -2.169 -3.622
C: -2.094 -0.929 -3.038
C: -0.938 0.081 -3.022
O: -0.414 0.273 -4.313
C: 0.048 -0.945 -4.859
C: -1.084 -1.970 -4.950
C: -1.127 0.837 2.866
C: -0.813 1.779 3.827
C: 0.504 2.145 4.043
O: 0.826 3.066 5.024
C: 0.831 4.413 4.595
C: 1.698 4.672 3.459
N: 2.347 4.875 2.541
H: 3.985 0.425 2.886
H: 4.745 2.007 3.190
H: 3.732 1.783 1.745
H: 1.984 0.173 1.722
H: -1.561 -0.931 1.029
H: 1.389 -1.274 0.277
H: -1.689 -4.530 -1.279
H: -3.093 -3.450 -1.514
H: -2.478 -1.078 -2.031
H: -2.897 -0.533 -3.673
H: -1.286 1.058 -2.681
H: -0.148 -0.278 -2.344
H: 0.437 -0.706 -5.850
H: 0.855 -1.355 -4.234
H: -0.716 -2.930 -5.313
H: -1.872 -1.598 -5.614
H: -2.157 0.555 2.709
H: -1.587 2.235 4.426
H: -0.186 4.743 4.318
H: 1.179 4.998 5.453

Results
Spin multiplicity   1
LUMO   -0.43 eV
Net charge   0
Kohn-Sham gap   8.4 eV
DFT total energy   -34254.071 eV
Energy relative to the best compared isomer or geometry (same formula, charge and spin)   252.9 kJ/mol

---

Entry 3:
Formula: C4H11N3O2
Source: the Open Molecules 2025 dataset
Level of theory: ωB97M-V with the def2-TZVPD basis set

Atoms and positions in Å:
C: 0.174 1.707 -1.264
C: -0.969 0.825 -0.835
O: -1.967 0.726 -1.543
N: -1.222 0.619 0.641
N: -0.283 -0.114 1.277
C: 0.797 0.635 1.894
N: 0.293 -1.010 0.054
C: -0.519 -2.143 -0.354
O: 1.443 -0.858 -0.761
H: 0.638 1.262 -2.146
H: 0.942 1.860 -0.512
H: -0.232 2.677 -1.561
H: -2.165 0.261 0.767
H: 0.812 0.381 2.960
H: 0.651 1.717 1.829
H: 1.806 0.436 1.530
H: -0.846 -2.040 -1.394
H: -1.414 -2.241 0.262
H: 0.063 -3.065 -0.262
H: 1.999 -1.635 -0.581

Results
Spin multiplicity   1
LUMO   0.54 eV
Net charge   0
Kohn-Sham gap   8.7 eV
DFT total energy   -12886.404 eV
Energy relative to the best compared isomer or geometry (same formula, charge and spin)   620.0 kJ/mol

---

Entry 4:
Formula: C2H2AgF2LiO
Source: the Open Molecules 2025 dataset
Level of theory: ωB97M-V with the def2-TZVPD basis set

Atoms and positions in Å:
F: -0.726 -1.164 0.473
O: 1.280 0.967 -0.172
C: 0.063 1.159 0.272
C: 0.326 -0.284 0.359
Ag: -1.316 -3.774 0.561
H: -0.216 1.845 1.076
H: 1.016 -0.719 1.094
F: -0.671 0.504 -1.046
Li: 0.244 1.466 -2.618

Results
Spin multiplicity   1
LUMO   -9.68 eV
Net charge   +2
Kohn-Sham gap   9.4 eV
DFT total energy   -13770.113 eV

---

Entry 5:
Formula: C5H11NO
Source: the Open Molecules 2025 dataset
Level of theory: ωB97M-V with the def2-TZVPD basis set

Atoms and positions in Å:
C: 0.117 -2.476 1.114
C: 0.098 -1.190 0.305
C: 0.732 0.033 0.971
N: 0.620 1.181 0.073
C: -0.623 1.530 -0.393
C: -0.655 2.128 -1.785
O: -1.643 1.295 0.233
H: -0.365 -3.276 0.542
H: 1.136 -2.802 1.352
H: -0.437 -2.359 2.052
H: 0.592 -1.346 -0.665
H: -0.941 -0.921 0.099
H: 0.237 0.265 1.920
H: 1.797 -0.119 1.180
H: 1.384 1.304 -0.574
H: -0.912 1.317 -2.477
H: 0.303 2.553 -2.098
H: -1.442 2.881 -1.847

Results
Spin multiplicity   1
LUMO   0.93 eV
Net charge   0
Kohn-Sham gap   10.5 eV
DFT total energy   -8901.502 eV
Energy relative to the best compared isomer or geometry (same formula, charge and spin)   18.9 kJ/mol

---

Entry 6:
Formula: C24H32N2O2
Source: the Open Molecules 2025 dataset
Level of theory: ωB97M-V with the def2-TZVPD basis set

Atoms and positions in Å:
C: 4.242 -4.656 0.705
C: 3.262 -3.537 1.048
C: 3.497 -2.317 0.162
C: 1.822 -4.036 0.882
N: 0.843 -3.006 1.189
C: 0.644 -2.834 2.615
C: -0.215 -1.604 2.887
C: -1.574 -1.765 2.205
O: -2.471 -0.691 2.464
C: -2.107 0.560 2.008
C: -1.385 1.425 2.822
C: -1.086 2.703 2.382
C: -1.500 3.125 1.133
C: -2.222 2.266 0.310
C: -2.621 2.775 -1.035
O: -2.866 3.947 -1.242
N: -2.695 1.824 -2.006
C: -2.717 2.196 -3.400
C: -1.300 2.153 -4.005
C: -0.380 2.989 -3.161
C: -0.313 4.364 -3.339
C: 0.453 5.146 -2.496
C: 1.160 4.564 -1.458
C: 1.105 3.194 -1.274
C: 0.340 2.413 -2.122
C: -2.531 0.986 0.754
C: -1.333 -2.011 0.715
C: -0.430 -3.227 0.532
H: 5.266 -4.314 0.832
H: 4.085 -5.518 1.350
H: 4.111 -4.972 -0.328
H: 3.424 -3.247 2.090
H: 3.411 -2.590 -0.887
H: 2.754 -1.556 0.382
H: 4.489 -1.905 0.332
H: 1.685 -4.328 -0.163
H: 1.667 -4.936 1.503
H: 1.617 -2.704 3.091
H: 0.162 -3.726 3.062
H: 0.288 -0.722 2.484
H: -0.348 -1.474 3.962
H: -2.096 -2.628 2.636
H: -1.079 1.095 3.803
H: -0.531 3.373 3.021
H: -1.278 4.117 0.772
H: -2.334 0.906 -1.795
H: -3.108 3.214 -3.440
H: -3.386 1.525 -3.946
H: -0.950 1.118 -4.034
H: -1.344 2.534 -5.026
H: -0.875 4.824 -4.139
H: 0.492 6.215 -2.643
H: 1.750 5.176 -0.792
H: 1.651 2.731 -0.465
H: 0.304 1.342 -1.971
H: -3.137 0.320 0.158
H: -2.283 -2.174 0.203
H: -0.842 -1.136 0.284
H: -0.246 -3.382 -0.535
H: -0.943 -4.125 0.925

Results
Spin multiplicity   1
LUMO   0.55 eV
Net charge   0
Kohn-Sham gap   9.4 eV
DFT total energy   -32483.425 eV
Energy relative to the best compared isomer or geometry (same formula, charge and spin)   142.1 kJ/mol

---

Entry 7:
Formula: C44H110O22
Source: the Open Molecules 2025 dataset
Level of theory: ωB97M-V with the def2-TZVPD basis set

Atoms and positions in Å:
C: 2.078 -2.232 -0.449
O: 1.057 -3.059 0.059
C: 0.771 -4.173 -0.745
C: 1.910 -5.149 -0.463
O: 1.755 -6.299 -1.244
C: 0.628 -7.187 -1.068
H: 2.138 -2.199 -1.537
H: 3.012 -2.618 -0.042
H: 1.863 -1.260 -0.004
H: 0.668 -4.068 -1.825
H: -0.187 -4.591 -0.437
H: 2.026 -5.423 0.586
H: 2.879 -4.729 -0.732
H: -0.099 -6.798 -0.356
H: 0.846 -8.141 -0.588
H: 0.135 -7.402 -2.017
C: 0.069 -0.599 1.809
O: 0.718 0.686 1.876
C: -0.011 1.690 2.638
C: -0.046 1.457 4.174
O: -0.799 2.432 4.801
C: -1.277 2.095 6.114
H: -0.972 -0.525 1.496
H: 0.027 -1.051 2.800
H: 0.551 -1.220 1.053
H: -0.976 1.981 2.223
H: 0.555 2.597 2.429
H: 0.926 1.524 4.663
H: -0.345 0.439 4.422
H: -1.562 3.058 6.539
H: -0.446 1.718 6.711
H: -2.060 1.340 6.046
C: 5.903 4.839 2.793
O: 4.514 4.729 2.481
C: 3.773 3.889 3.405
C: 2.527 3.370 2.669
O: 2.859 2.465 1.596
C: 2.788 3.197 0.330
H: 6.346 5.682 2.263
H: 6.527 3.982 2.535
H: 5.881 5.202 3.820
H: 3.414 4.523 4.216
H: 4.465 3.140 3.790
H: 1.943 4.236 2.356
H: 1.924 2.929 3.462
H: 3.526 3.996 0.260
H: 1.784 3.575 0.136
H: 3.086 2.513 -0.465
C: -6.805 1.368 -4.128
O: -6.449 1.588 -5.474
C: -5.209 1.045 -5.817
C: -4.072 1.940 -5.353
O: -3.473 1.816 -4.014
C: -3.099 0.534 -3.665
H: -7.751 1.906 -4.080
H: -6.081 1.558 -3.336
H: -7.070 0.318 -4.002
H: -5.180 0.863 -6.891
H: -5.099 0.046 -5.394
H: -4.291 3.000 -5.477
H: -3.304 1.795 -6.113
H: -2.359 0.112 -4.344
H: -3.940 -0.159 -3.705
H: -2.611 0.485 -2.692
C: -5.830 -1.628 -4.319
O: -4.430 -1.607 -3.964
C: -4.116 -1.946 -2.595
C: -2.525 -1.930 -2.436
O: -2.152 -2.717 -1.293
C: -0.838 -2.692 -0.832
H: -6.289 -2.616 -4.293
H: -5.957 -1.218 -5.321
H: -6.477 -0.923 -3.798
H: -4.503 -2.885 -2.198
H: -4.561 -1.256 -1.877
H: -2.187 -0.911 -2.252
H: -1.996 -2.245 -3.336
H: -0.554 -1.718 -0.435
H: -0.035 -2.936 -1.527
H: -0.710 -3.344 0.033
C: -3.410 1.416 2.023
O: -2.723 0.460 2.828
C: -3.504 -0.210 3.825
C: -2.688 -1.010 4.824
O: -1.879 -1.995 4.113
C: -1.319 -2.975 4.948
H: -4.076 2.018 2.641
H: -3.963 0.840 1.281
H: -2.680 2.090 1.573
H: -4.178 -0.834 3.238
H: -4.191 0.405 4.407
H: -3.428 -1.581 5.385
H: -2.126 -0.409 5.539
H: -1.184 -3.879 4.354
H: -1.895 -3.203 5.844
H: -0.317 -2.657 5.236
C: 3.964 0.455 1.658
O: 5.128 0.498 2.428
C: 6.089 1.472 2.046
C: 7.253 1.538 3.038
O: 7.769 2.788 3.097
C: 9.100 2.958 3.665
H: 4.330 -0.012 0.744
H: 3.524 1.365 1.250
H: 3.140 -0.107 2.098
H: 5.708 2.485 1.916
H: 6.418 1.205 1.042
H: 7.971 0.813 2.654
H: 6.944 1.452 4.080
H: 9.215 2.797 4.737
H: 9.409 3.999 3.570
H: 9.813 2.371 3.086
C: 2.339 0.896 0.393
O: 1.713 1.284 -0.813
C: 0.675 0.437 -1.323
C: -0.675 0.822 -0.797
O: -1.741 0.104 -1.411
C: -2.917 0.191 -0.650
H: 2.003 1.536 1.209
H: 3.416 1.063 0.381
H: 2.179 -0.157 0.627
H: 0.833 -0.641 -1.317
H: 0.616 0.762 -2.362
H: -0.841 1.861 -1.080
H: -0.731 0.768 0.290
H: -3.112 1.237 -0.412
H: -2.935 -0.177 0.376
H: -3.883 -0.107 -1.059
C: -1.534 3.135 -8.434
O: -1.317 3.114 -7.046
C: -1.524 1.849 -6.427
C: -1.384 1.796 -4.952
O: -0.043 2.193 -4.551
C: -0.093 2.428 -3.178
H: -2.490 2.636 -8.595
H: -0.731 2.523 -8.842
H: -1.437 4.165 -8.777
H: -0.723 1.271 -6.888
H: -2.450 1.364 -6.736
H: -1.569 0.792 -4.570
H: -2.129 2.454 -4.504
H: -0.869 1.954 -2.578
H: -0.317 3.477 -2.981
H: 0.836 2.126 -2.693
C: 7.333 -1.588 1.739
O: 6.310 -0.985 1.028
C: 5.635 -1.861 0.043
C: 4.582 -1.070 -0.758
O: 5.278 -0.077 -1.537
C: 4.602 1.115 -1.761
H: 8.144 -1.962 1.114
H: 7.004 -2.397 2.390
H: 7.805 -0.836 2.372
H: 5.196 -2.769 0.457
H: 6.435 -2.273 -0.572
H: 3.822 -0.727 -0.056
H: 4.017 -1.716 -1.428
H: 4.801 1.551 -2.740
H: 4.962 1.711 -0.923
H: 3.516 1.018 -1.779
C: -6.421 -3.227 3.117
O: -5.174 -3.832 2.683
C: -3.929 -3.091 2.904
C: -3.703 -2.279 1.603
O: -4.749 -1.417 1.321
C: -5.005 -1.308 -0.071
H: -6.454 -2.143 3.014
H: -6.663 -3.429 4.161
H: -7.199 -3.715 2.530
H: -3.092 -3.747 3.143
H: -4.111 -2.409 3.734
H: -3.503 -2.924 0.748
H: -2.806 -1.667 1.694
H: -5.610 -0.414 -0.223
H: -5.465 -2.233 -0.419
H: -4.082 -1.219 -0.644

Results
Spin multiplicity   1
LUMO   0.43 eV
Net charge   0
Kohn-Sham gap   7.7 eV
DFT total energy   -92410.307 eV
Energy relative to the best compared isomer or geometry (same formula, charge and spin)   3141.2 kJ/mol

---

Entry 8:
Formula: CH4O2
Source: the Open Molecules 2025 dataset
Level of theory: ωB97M-V with the def2-TZVPD basis set

Atoms and positions in Å:
C: 0.096 -0.952 0.999
O: -1.001 -0.646 0.633
H: 0.198 -1.556 1.933
H: 0.979 -0.666 0.436
O: 0.030 0.944 -1.599
H: -0.784 1.059 -1.061
H: 0.482 1.817 -1.341

Results
Spin multiplicity   1
LUMO   0.86 eV
Net charge   0
Kohn-Sham gap   11.1 eV
DFT total energy   -5195.801 eV
Energy relative to the best compared isomer or geometry (same formula, charge and spin)   21.6 kJ/mol

---

Entry 9:
Formula: C44H80N14O7
Source: the Open Molecules 2025 dataset
Level of theory: ωB97M-V with the def2-TZVPD basis set

Atoms and positions in Å:
O: 5.499 0.443 7.297
H: 5.416 1.310 6.532
C: 3.895 -3.391 -7.852
C: 4.080 -2.752 -6.471
N: 5.098 -1.618 -6.608
C: 5.109 -0.380 -6.032
C: 6.259 0.247 -6.299
N: 7.003 -0.586 -7.102
C: 6.283 -1.738 -7.239
C: 8.382 -0.406 -7.656
H: 3.978 -2.531 -8.556
H: 2.903 -3.843 -7.910
H: 4.652 -4.161 -8.098
H: 4.467 -3.473 -5.684
H: 3.202 -2.214 -6.148
H: 4.267 -0.044 -5.472
H: 6.548 1.313 -6.088
H: 6.578 -2.574 -7.843
H: 9.092 -0.358 -6.837
H: 8.467 0.444 -8.324
H: 8.523 -1.262 -8.303
C: 4.784 5.991 -1.606
C: 4.846 4.605 -0.941
N: 4.633 3.610 -2.023
C: 5.634 2.822 -2.409
C: 5.174 1.953 -3.391
N: 3.885 2.371 -3.663
C: 3.526 3.335 -2.756
C: 2.894 1.778 -4.565
H: 3.744 6.213 -1.796
H: 5.335 5.958 -2.542
H: 5.257 6.814 -1.049
H: 4.023 4.475 -0.215
H: 5.834 4.557 -0.500
H: 6.550 2.819 -1.859
H: 5.607 1.074 -3.848
H: 5.430 0.899 8.096
H: 3.141 1.801 -5.611
H: 2.057 2.440 -4.498
H: 2.584 0.786 -4.247
C: 1.433 -2.124 1.945
C: 1.221 -2.056 0.425
N: 1.698 -3.317 -0.264
C: 2.986 -3.761 -0.260
C: 3.127 -4.655 -1.337
N: 1.889 -4.768 -1.938
C: 1.055 -3.956 -1.263
C: 1.458 -5.681 -3.051
H: 0.882 -1.371 2.483
H: 2.494 -1.987 2.310
H: 1.081 -3.082 2.271
H: 1.820 -1.301 -0.043
H: 0.250 -1.872 0.134
H: 3.757 -3.285 0.348
H: 4.003 -5.210 -1.662
H: 0.019 -3.825 -1.561
H: 1.776 -5.304 -4.027
H: 0.266 -5.723 -3.038
H: 1.836 -6.684 -2.828
C: -4.732 7.011 7.621
C: -5.380 7.577 6.350
N: -4.846 8.904 6.042
C: -3.497 9.414 6.207
C: -3.474 10.611 5.610
N: -4.715 10.865 5.117
C: -5.471 9.794 5.331
C: -5.057 12.023 4.157
H: -5.217 6.092 7.934
H: -4.744 7.715 8.397
H: -3.654 6.825 7.514
H: -6.467 7.719 6.558
H: -5.177 6.954 5.463
H: -2.748 8.891 6.823
H: -2.738 11.369 5.543
H: -6.509 9.819 5.051
H: -4.504 11.701 3.285
H: -4.528 12.923 4.526
H: -6.205 12.095 4.152
C: -3.476 2.273 -8.512
C: -4.226 1.235 -7.755
N: -3.223 0.513 -6.952
C: -2.842 1.044 -5.756
C: -2.116 0.144 -5.104
N: -2.045 -0.985 -5.905
C: -2.791 -0.758 -7.011
C: -1.374 -2.315 -5.465
H: -4.226 2.950 -8.911
H: -2.849 1.702 -9.273
H: -2.824 2.937 -7.966
H: -4.602 0.594 -8.490
H: -5.089 1.552 -7.170
H: -3.016 2.067 -5.464
H: -1.538 0.121 -4.187
H: -3.041 -1.498 -7.756
H: -1.354 -2.231 -4.373
H: -0.335 -2.340 -5.797
H: -2.000 -3.167 -5.724
C: 1.366 -4.863 12.547
C: 1.835 -5.882 11.509
N: 3.107 -5.446 10.855
C: 3.759 -6.238 9.912
C: 4.850 -5.549 9.495
N: 4.871 -4.316 10.167
C: 3.817 -4.278 10.982
C: 5.813 -3.180 9.774
H: 0.567 -5.239 13.128
H: 1.155 -3.959 12.064
H: 2.096 -4.674 13.385
H: 1.128 -5.892 10.708
H: 2.045 -6.849 11.930
H: 3.385 -7.227 9.742
H: 5.642 -6.000 8.903
H: 3.397 -3.461 11.615
H: 6.571 -3.011 10.527
H: 5.125 -2.312 9.788
H: 6.201 -3.353 8.766
C: -10.348 -1.920 1.847
C: -10.186 -1.377 0.413
N: -8.803 -1.641 -0.005
C: -8.238 -1.565 -1.243
C: -6.932 -1.893 -1.127
N: -6.737 -2.304 0.186
C: -7.867 -2.067 0.801
C: -5.445 -2.580 1.007
H: -10.136 -3.017 1.883
H: -11.394 -1.916 2.191
H: -9.769 -1.349 2.599
H: -10.318 -0.283 0.364
H: -10.818 -1.798 -0.357
H: -8.820 -1.316 -2.010
H: -6.070 -1.865 -1.821
H: -7.990 -2.203 1.844
H: -5.584 -3.558 1.406
H: -5.310 -1.786 1.764
H: -4.602 -2.526 0.340
O: -2.294 -3.617 -2.246
C: -2.712 -2.240 -2.122
O: -1.836 -1.488 -2.678
O: -3.764 -2.060 -1.539
H: -3.090 -4.137 -1.985
O: 1.134 -1.292 -2.594
C: 1.815 -1.389 -3.843
O: 1.148 -1.144 -4.878
O: 3.018 -1.618 -3.850
H: 0.157 -1.228 -2.783

Results
Spin multiplicity   1
LUMO   -5.54 eV
Net charge   +4
Kohn-Sham gap   7.0 eV
DFT total energy   -82086.407 eV